[1]
Density functional theory data (ωB97M-V/def2-TZVPD) for a molecular structure, C34H36F5O2ReS3 in a non-equilibrium geometry.

The geometry in XYZ format:
```
81
Properties=species:S:1:pos:R:3:mulliken_charge:R:1
F -2.666 6.220 0.678 -0.230
C -1.436 2.374 1.438 0.891
C -4.386 0.364 -1.714 -2.105
H 3.996 -2.011 -2.146 0.555
C -2.689 -1.777 0.999 1.200
H 3.858 -2.801 1.031 0.551
H -4.036 1.388 -1.822 0.374
H -2.022 -1.843 3.070 0.352
C 2.082 -1.185 -2.434 1.010
C -1.975 -2.669 0.163 1.105
H -4.436 1.165 0.730 0.444
H -2.124 -4.680 0.787 0.394
C -2.451 -1.263 -1.793 1.269
H -3.789 0.401 2.187 0.573
H -4.603 -0.016 -2.710 0.463
C -2.889 -2.096 2.459 -1.734
Re -0.976 -0.513 0.044 1.777
C 3.989 3.643 -2.942 -0.514
C -3.410 -0.535 -1.025 0.725
C 2.609 1.909 -3.868 -0.329
H 2.106 -2.913 4.081 0.467
C -2.266 -0.920 -3.241 -2.493
H -0.517 -4.267 0.213 0.551
C 2.659 0.893 3.666 -1.065
O 0.418 0.453 -1.034 -0.645
C 2.258 0.147 2.574 0.238
F -2.841 4.366 -1.271 -0.261
H 3.215 0.870 5.735 0.455
H 4.708 4.437 -3.083 0.443
H -1.475 -4.376 -1.882 0.418
C -1.796 4.659 2.188 0.198
F -0.924 3.024 3.630 -0.286
C 2.278 -1.851 3.965 -0.735
S 1.611 -2.327 1.447 -0.019
H 2.233 1.362 -4.723 0.487
C -2.274 4.998 0.925 0.744
H 2.100 0.617 1.615 0.283
H -2.994 -1.467 -3.845 0.459
H 3.863 3.945 -0.825 0.471
C 2.597 2.346 -1.468 -0.157
S 1.028 0.294 -2.481 0.237
H -1.062 -3.724 1.805 0.628
H 3.904 3.154 -5.032 0.466
C -1.057 -3.385 -2.063 -1.971
C 3.514 3.364 -1.667 -0.887
H -1.278 -1.188 -3.601 0.568
C 3.446 -1.062 -0.273 0.846
S -0.866 0.759 1.785 -0.496
C -1.390 3.350 2.434 0.310
C 3.072 -2.397 0.392 -0.990
C -1.365 -3.891 0.775 -2.363
F -1.729 5.572 3.127 -0.233
C 2.071 -1.227 2.735 1.030
H -5.232 -0.242 1.420 0.492
H 2.884 -1.563 5.997 0.477
H 2.806 1.960 3.567 0.524
H -2.421 0.141 -3.419 0.548
H -3.747 -1.571 2.863 0.429
H 2.129 -1.464 -3.489 0.830
C 3.463 -1.123 -1.799 -1.558
C -2.352 4.041 -0.090 -0.163
C -4.257 0.213 1.224 -2.636
C -3.426 -0.701 0.373 1.051
H 4.416 -0.736 0.100 0.658
O 0.656 -1.601 0.427 -0.210
C -1.925 2.762 0.190 -0.876
H 2.217 2.123 -0.480 0.132
H 4.017 -0.270 -2.197 0.397
H -3.086 -3.160 2.585 0.429
H -5.325 0.383 -1.162 0.438
H 1.440 -1.917 -1.945 -1.124
H -1.146 -3.186 -3.125 0.477
C 2.892 0.276 4.891 -0.564
H 2.734 -0.292 0.026 -1.013
C -1.806 -2.387 -1.224 0.866
C 3.542 2.920 -4.041 -0.791
F -2.059 1.791 -0.756 0.131
H -0.001 -3.449 -1.806 0.221
C 2.165 1.632 -2.576 0.597
H 2.818 -3.179 -0.326 0.546
C 2.708 -1.090 5.042 -0.776
```

HOMO-LUMO gap (alpha / beta) = 5.981 / 6.773 eV
charge = +3
spin multiplicity = 2
DFT total energy = -88132.7576 eV
expectation value of S² = 0.8326

---

[2]
Density functional theory data (ωB97M-V/def2-TZVPD) for a molecular structure, C34H36IrN6O2S2 in a non-equilibrium geometry.

The geometry in XYZ format:
```
81
Properties=species:S:1:pos:R:3:mulliken_charge:R:1
C 2.910 -4.115 2.137 -0.202
H 3.650 -5.614 0.761 0.371
C 1.979 1.959 2.331 0.586
H -0.420 -2.236 -2.326 0.408
C 1.379 2.213 -4.714 -0.475
H -0.644 1.835 5.088 0.507
H -5.868 -0.971 -0.037 0.435
H 1.207 -2.877 -2.482 0.434
H -3.626 -1.996 -0.073 0.585
C 0.129 4.056 0.056 0.030
C -2.808 -3.773 -2.486 -1.124
C 0.227 -3.065 -2.045 -0.722
C 0.122 1.874 4.324 -0.882
C 2.342 2.212 -3.714 -0.675
H 3.102 -3.256 1.486 0.159
H -2.825 -3.729 -3.578 0.343
C 1.153 5.003 0.062 -0.710
H 1.775 1.912 5.695 0.503
C -5.154 1.034 0.006 -0.737
N 0.338 -3.098 -0.581 0.244
H 2.196 4.711 0.048 0.419
C -0.511 6.767 0.111 -1.005
H -3.794 -4.102 -2.153 0.378
C 0.638 -2.068 0.201 0.384
H -0.353 -3.249 3.032 0.288
H -1.714 -4.750 -0.908 0.185
S -3.888 3.546 0.055 -0.302
H -1.274 1.873 2.685 0.401
C -2.580 -0.140 -0.039 0.220
H 3.473 1.984 3.820 0.594
H -2.569 6.171 0.121 0.504
C -0.335 -4.388 -2.551 -1.115
H 1.500 -4.702 3.659 0.426
N 0.634 -2.207 1.526 0.039
C 0.040 2.169 -4.358 -0.930
C 1.465 1.910 4.657 -0.515
H 0.373 -5.190 -2.318 0.346
N 0.635 2.163 -2.058 0.208
H -0.392 -4.323 -3.640 0.453
H -6.141 1.480 0.023 0.472
C 2.981 2.012 1.191 0.098
C -4.010 1.820 0.017 1.314
H 3.796 -4.235 2.762 0.376
H -0.733 7.827 0.129 0.424
O 4.152 1.991 1.390 -0.509
H -2.649 -2.757 -2.111 0.112
H 0.257 -4.011 -0.164 0.003
H -1.972 -5.745 -2.324 0.378
H -1.582 -0.564 -0.060 0.041
C -1.226 4.483 0.073 0.575
C -0.295 2.151 -3.021 0.016
C -2.180 3.429 0.045 0.381
C 2.407 1.951 3.637 -0.612
C -0.236 1.895 2.992 -0.058
C -2.730 1.255 -0.004 -1.747
H 1.940 -5.277 0.548 0.154
H 1.623 7.080 0.105 0.485
H 2.486 -6.236 1.930 0.331
C -1.532 5.850 0.104 -0.739
C 2.730 -5.380 1.298 -1.017
H 1.986 -3.013 3.750 0.348
H 0.980 -1.409 2.032 0.075
H 0.123 -4.246 1.671 0.366
N 2.319 2.083 -0.038 0.769
C -3.711 -0.917 -0.049 -0.464
N 0.675 1.932 2.012 0.206
S 1.065 -0.544 -0.493 -0.292
H -1.328 2.130 -2.700 0.396
H 3.403 2.235 -3.920 0.598
C 0.829 6.343 0.093 -0.897
C 0.447 -3.432 2.315 -0.837
H -0.740 2.157 -5.108 0.499
C -1.723 -4.734 -2.003 -0.127
C 1.725 -3.819 3.056 -0.721
O 4.132 2.163 -1.503 -0.505
Ir 0.359 2.084 -0.018 -0.194
C -4.992 -0.336 -0.027 -0.779
C 1.938 2.179 -2.401 0.673
H 1.670 2.247 -5.757 0.477
C 2.963 2.147 -1.282 0.170
N -1.717 2.187 0.010 1.705
```

HOMO-LUMO gap (alpha / beta) = 7.799 / 5.009 eV
charge = +2
spin multiplicity = 2
DFT total energy = -73376.9766 eV
expectation value of S² = 0.7579

---

[3]
Density functional theory data (ωB97M-V/def2-TZVPD) for a molecular structure, C34H36IrNO2P2 in a non-equilibrium geometry.

The geometry in XYZ format:
```
76
Properties=species:S:1:pos:R:3:mulliken_charge:R:1
C -1.797 2.252 4.819 -0.595
H -3.795 2.282 5.592 0.437
H -4.357 0.028 4.739 0.516
P -0.053 -0.704 2.599 0.762
H 0.177 -3.347 1.447 0.420
C 0.218 -5.673 -2.138 -0.800
C -1.753 0.196 -2.711 -0.301
C 0.480 -3.656 5.289 -0.716
H -3.749 -1.320 0.819 0.111
H -4.544 -2.163 -3.955 0.461
C 0.494 -4.679 3.105 -0.770
P -0.388 -1.736 -1.337 1.090
H -0.678 3.035 -1.308 0.406
N 1.267 -0.264 0.256 0.681
H 0.135 1.969 3.962 0.406
H -2.870 1.769 -3.651 0.515
C -0.605 -6.282 -1.200 -0.660
Ir -0.730 -0.327 0.457 1.694
H 0.274 3.873 -0.058 0.288
C -2.698 -2.028 -2.884 -0.759
C -0.845 1.537 4.107 -0.952
H -1.980 3.648 0.907 0.726
C 0.325 -4.292 -2.182 -0.724
H 3.973 -1.612 -1.057 0.558
C -2.430 -0.277 3.855 -0.484
H 0.139 -1.541 5.350 0.478
C -1.680 -1.180 -2.445 0.892
C 0.263 -3.442 2.522 -0.346
H -2.926 2.096 -0.848 0.176
C -1.222 -4.133 -0.330 -0.519
H -4.669 0.262 -4.415 0.430
C 2.133 -0.335 1.343 -0.029
H 1.636 -1.836 -2.696 0.674
C -3.375 0.446 4.560 -0.721
C -1.887 2.563 1.002 0.089
H 0.785 -5.748 4.938 0.420
C 0.143 -2.315 3.332 0.670
H 4.189 -0.990 1.596 0.557
C -3.058 1.714 5.038 -0.629
C 1.953 -0.857 -0.805 -0.345
H 2.167 -0.250 3.495 0.458
C -4.013 -0.274 0.691 -0.983
H -1.777 -3.524 0.375 0.437
H -0.682 -7.361 -1.173 0.433
H 0.774 -6.275 -2.844 0.444
C -3.827 -0.141 -3.866 -0.645
C 3.323 -0.859 0.966 -1.144
C -2.967 1.867 0.219 -0.731
C -0.397 -3.518 -1.275 0.685
H 0.955 -3.837 -2.935 0.331
H -1.551 3.233 5.204 0.477
C 3.207 -1.194 -0.422 -1.078
C -1.154 0.261 3.627 0.537
H 0.591 -5.559 2.482 0.493
H -4.442 0.117 1.613 0.427
C 0.246 -2.416 4.720 -0.766
H -4.722 -0.173 -0.130 0.336
H -2.653 -3.089 -2.672 0.419
C -1.331 -5.514 -0.299 -0.600
O -0.607 2.106 0.566 -0.286
H -3.940 2.169 0.607 0.542
H -2.668 -1.272 3.492 0.576
H 0.936 -0.223 -2.597 0.335
C 0.000 2.899 -0.462 -0.935
O -2.797 0.437 0.376 0.335
H -1.983 -5.989 0.422 0.482
H -0.963 0.859 -2.365 0.083
H 1.430 1.156 2.698 0.488
C -2.820 0.710 -3.429 -0.792
H 0.569 -3.742 6.363 0.449
C 0.604 -4.783 4.483 -0.621
C 1.576 0.075 2.641 -0.717
C -3.761 -1.505 -3.603 -0.806
H 0.897 2.372 -0.781 0.254
H -1.975 2.295 2.054 -0.512
C 1.168 -1.124 -2.022 -0.511
```

HOMO-LUMO gap = 5.641 eV
charge = +2
DFT total energy = -62829.5091 eV

---

- What is the DFT total energy in the third record?
  -62829.5091 eV

---

- Number 3 is which compound?
  C34H36IrNO2P2

---

- Which formula does entry 2 have?
  C34H36IrN6O2S2